(1)
{"formula": "C16H18ClN3O4", "method": "the ωB97M-V functional and the def2-TZVPD basis", "smiles": "Cc1cc(OCC(=O)Nc2cnn(CCCC(=O)O)c2)ccc1Cl", "homo_ev": -8.74, "total_energy_ha": -1545.96090, "multiplicity": 1, "elements": ["H", "O", "N", "C", "C", "O", "C", "H", "C", "C", "C", "O", "C", "H", "C", "H", "H", "C", "H", "O", "C", "H", "C", "H", "H", "H", "C", "H", "C", "H", "H", "H", "C", "H", "C", "H", "N", "N", "C", "Cl", "H", "H"], "coordinates": [[1.1167, -0.8082, 3.1416], [-2.6060, 1.6096, 0.7408], [-0.1461, 0.5360, 0.8640], [3.8046, 1.4108, 0.5916], [-2.6242, 0.4379, -1.4053], [0.6653, 2.0923, -0.5891], [-4.9184, -0.8988, -0.4956], [5.8826, 1.2696, 0.2183], [0.9958, -0.2656, 0.9743], [1.9003, -0.6013, -0.0133], [-6.1407, -1.6141, -0.0177], [3.3844, 1.7708, -0.6160], [1.5193, -0.8312, 2.1497], [4.6594, -2.2325, 0.8541], [5.0833, 0.5931, 0.5267], [-6.9747, -1.4232, -0.6916], [-6.4124, -1.2897, 0.9825], [-3.2548, -0.4982, -2.2080], [-5.9674, -2.6894, -0.0081], [3.2414, 1.7100, 1.6122], [-1.5364, 2.4165, 0.3088], [4.5453, -0.1649, -1.4064], [-4.3845, -1.1548, -1.7590], [3.9586, -2.4398, -0.7704], [-1.7391, 0.9308, -1.7736], [1.9055, -0.3854, -1.0612], [4.1374, -1.7249, 0.0398], [5.3031, 0.2189, 1.5268], [-4.2787, 0.0394, 0.2943], [-4.6584, 0.2722, 1.2770], [-0.8959, 0.3564, 1.5192], [-1.3964, 3.1632, 1.0976], [-0.2140, 1.6645, 0.1396], [-2.8609, -0.7168, -3.1880], [-3.1407, 0.7128, -0.1462], [-1.7702, 2.9429, -0.6241], [2.8855, -1.2913, 0.5961], [2.6574, -1.4396, 1.8941], [4.9790, -0.5534, -0.4842], [-5.1451, -2.3189, -2.7908], [2.4641, 2.1271, -0.5883], [5.9761, -0.9327, -0.7120]], "atomic_forces_ev_per_a": [[-0.05, 0.02, 0.27], [-0.04, -0.07, 0.17], [-0.10, -0.14, 0.32], [0.25, 0.02, 0.48], [0.09, 0.23, 0.21], [0.01, 0.16, -0.19], [0.07, -0.01, -0.10], [0.02, 0.02, 0.03], [0.54, -0.30, -0.28], [-0.60, -0.03, 0.16], [0.00, 0.01, 0.01], [-0.08, 0.31, -0.67], [-0.08, 0.14, -0.42], [-0.12, 0.02, -0.11], [-0.20, -0.05, -0.18], [-0.08, -0.04, 0.00], [-0.03, 0.01, 0.07], [-0.17, -0.09, 0.04], [-0.06, -0.06, 0.02], [-0.02, 0.14, 0.14], [0.15, 0.28, -0.17], [0.10, -0.06, -0.04], [0.19, 0.18, 0.06], [0.01, 0.01, 0.14], [0.09, 0.07, -0.06], [0.07, 0.08, -0.18], [0.60, -0.09, -0.36], [-0.03, 0.10, -0.01], [0.24, 0.16, -0.03], [-0.07, 0.02, 0.13], [-0.01, 0.07, -0.25], [0.02, -0.08, -0.15], [-0.43, 0.04, 0.20], [0.02, -0.04, -0.09], [-0.24, -0.24, -0.17], [0.09, -0.13, 0.09], [-0.50, 0.17, -0.07], [0.32, -0.40, 0.75], [-0.07, -0.06, 0.16], [-0.08, -0.14, -0.15], [0.20, -0.20, 0.29], [-0.02, -0.03, -0.07]], "mulliken_charge": [0.483, -0.538, 0.082, 0.479, -0.357, -0.779, 0.633, 0.376, 0.408, -0.555, -1.588, -0.484, -0.746, 0.385, -0.536, 0.368, 0.370, -0.984, 0.360, -0.588, -0.595, 0.332, 0.588, 0.301, 0.445, 0.489, -0.694, 0.294, -0.657, 0.350, 0.256, 0.333, 0.436, 0.421, 0.544, 0.403, 0.869, -1.025, -0.601, -0.230, 0.572, 0.378]}

=====

(2)
{"formula": "C4H9NO2", "method": "the ωB97M-V functional and the def2-TZVPD basis", "smiles": "O=CCCNCO", "homo_ev": -9.26, "total_energy_ha": -363.00598, "multiplicity": 1, "elements": ["H", "C", "O", "C", "H", "H", "O", "H", "H", "H", "H", "C", "N", "H", "C", "H"], "coordinates": [[-0.6453, 2.0234, 0.4703], [1.1760, -2.1004, 1.2598], [-0.1913, 2.7262, -1.4047], [-0.0525, -1.3619, 0.8095], [0.9807, -3.0730, 1.7751], [1.0850, 0.2284, 0.0231], [2.3127, -1.7887, 1.0352], [-1.9385, 2.2213, -0.6282], [-0.5529, -0.7940, 1.6010], [-0.7727, -2.1196, 0.4748], [0.6028, 2.9790, -0.9311], [-0.9448, 1.7801, -0.5612], [-0.8282, 0.4208, -0.7635], [0.6980, -0.9113, -1.1780], [0.2595, -0.4168, -0.3054], [-1.1886, 0.1867, -1.6766]], "atomic_forces_ev_per_a": [[0.05, -0.26, -0.05], [-0.21, -0.84, 0.39], [-0.11, -0.84, -0.02], [-0.57, -0.27, -0.31], [-0.04, 0.32, 0.06], [-0.09, -0.01, 0.07], [0.10, 0.36, -0.11], [-0.38, -0.84, -0.37], [0.22, -0.28, 0.26], [-0.01, 0.05, 0.16], [0.18, -0.05, -0.06], [0.84, 2.67, 1.64], [-1.21, -0.88, -1.06], [-0.14, -0.31, 0.20], [1.29, 1.57, -0.89], [0.09, -0.40, 0.08]], "mulliken_charge": [0.386, 0.083, -0.543, -0.483, 0.334, 0.319, -0.464, 0.335, 0.241, 0.268, 0.311, -0.612, -0.147, 0.366, -0.627, 0.232]}

=====

(3)
{"formula": "C5H7N3", "method": "the ωB97M-V functional and the def2-TZVPD basis", "smiles": "CN1[C@@H]2C=NN=C[C@H]21", "homo_ev": -8.92, "total_energy_ha": -358.79345, "multiplicity": 1, "elements": ["H", "C", "H", "H", "N", "H", "N", "C", "H", "N", "H", "H", "C", "C", "C"], "coordinates": [[1.1723, -2.4270, 0.1159], [-0.2965, 0.5248, 0.6431], [-0.2166, -0.3690, -1.3693], [0.6929, 2.4153, -0.2860], [2.0588, -0.5665, 0.0457], [0.0297, 0.2405, 1.6127], [-1.4336, -0.2959, 0.3544], [-0.2775, -0.6539, -0.3291], [-2.5121, 0.5096, -1.2364], [1.8145, 0.8184, -0.2857], [-3.3043, 0.6789, 0.4527], [-3.3367, -0.8342, -0.3201], [1.0093, -1.3166, 0.0209], [-2.7378, 0.0830, -0.2561], [0.7019, 1.3784, -0.0407]], "atomic_forces_ev_per_a": [[-0.13, 1.20, 0.08], [-0.49, 0.33, -0.58], [-0.18, 0.42, -0.52], [-0.43, 0.78, -0.09], [-1.33, 0.59, -0.29], [0.60, 0.04, 0.89], [-1.96, -0.05, 0.91], [0.81, -0.59, 0.06], [-0.76, 0.33, -0.01], [1.61, -0.54, 0.04], [0.37, 0.60, -0.20], [0.32, 0.09, -0.45], [0.29, -1.82, -0.11], [1.46, -1.21, 0.18], [-0.15, -0.16, 0.09]], "mulliken_charge": [0.377, -0.283, 0.399, 0.471, -0.339, 0.392, -0.201, -0.033, 0.347, -0.343, 0.273, 0.293, -0.254, -0.814, -0.284]}

=====

Energy above the lowest of the compared OMol25 structures with the same formula, charge and spin for every record listed, in sequence, given in eV: 1.301; 2.165; 6.121.
LUMO level for every record listed, in sequence, given in eV: 0.629; 0.866; 0.823.